# 1
Density functional theory data (ωB97M-V with the def2-TZVPD basis set) for C39H42BrN4Zn as an isolated structure.

XYZ file:
```
87
Properties=species:S:1:pos:R:3:lowdin_charge:R:1
Zn 0.4668 -0.0096 -0.2255 0.68
C -2.0409 -3.0572 -1.5441 -0.05
C -1.8459 -2.9803 -0.0289 -0.39
C -1.6676 -4.3708 0.5781 -0.06
C -2.9648 -2.2036 0.6315 -0.14
C -4.2603 -2.7031 0.6100 -0.05
C -5.3114 -2.0062 1.1852 -0.09
C -5.0633 -0.7707 1.7582 -0.05
C -3.7817 -0.2250 1.7949 -0.13
C -3.6244 1.1967 2.3217 -0.37
C -3.8755 1.2832 3.8296 -0.07
C -4.5554 2.1641 1.5833 -0.06
C -2.7115 -0.9772 1.2672 -0.16
N -1.3906 -0.4666 1.2780 0.07
C -0.9053 -0.1124 2.4171 -0.11
C 0.3525 0.5198 2.6112 -0.32
C 0.9436 0.8130 3.8437 -0.06
C 2.2074 1.3227 3.5522 -0.05
C 2.3272 1.3030 2.1477 -0.27
N 1.2084 0.8363 1.5786 0.07
C 3.5516 1.6484 1.3277 -0.54
C 4.4821 2.5625 2.1273 -0.07
C 3.1544 2.3480 0.0263 -0.06
C 4.3006 0.3532 0.9806 -0.03
H -1.1815 -3.5463 -2.0096 0.08
H -2.1332 -2.0587 -1.9774 0.07
H -2.9401 -3.6236 -1.8048 0.07
H -0.9253 -2.4339 0.1473 0.07
H -2.5665 -4.9825 0.4560 0.07
H -1.4445 -4.3034 1.6453 0.08
H -0.8337 -4.8872 0.0963 0.08
H -4.4481 -3.6576 0.1301 0.11
H -6.3163 -2.4103 1.1659 0.09
H -5.8887 -0.2003 2.1700 0.10
H -2.6068 1.5289 2.1256 0.12
H -4.8791 0.9229 4.0706 0.07
H -3.7954 2.3173 4.1733 0.08
H -3.1636 0.6820 4.3970 0.07
H -5.5979 2.0212 1.8808 0.07
H -4.4853 2.0291 0.5042 0.07
H -4.2826 3.1970 1.8104 0.08
H -1.4640 -0.3151 3.3366 0.13
H 0.4928 0.6726 4.8157 0.09
H 2.9476 1.6660 4.2582 0.08
H 3.9574 3.4585 2.4668 0.09
H 5.3248 2.8717 1.5027 0.08
H 4.8846 2.0504 3.0040 0.07
H 2.6223 3.2806 0.2309 0.09
H 2.5083 1.7112 -0.5799 0.04
H 4.0468 2.5771 -0.5640 0.08
H 4.5962 -0.1765 1.8891 0.09
H 5.1995 0.5759 0.3956 0.08
H 3.6638 -0.3150 0.3983 0.06
C 3.0215 1.7064 -5.9185 -0.11
C 3.8675 0.6702 -5.5366 -0.10
C 3.6118 -0.0511 -4.3802 -0.04
C 2.5098 0.2712 -3.5983 -0.24
C 1.6647 1.3024 -3.9713 -0.02
C 1.9170 2.0127 -5.1375 -0.08
N 2.2372 -0.3833 -2.3424 0.06
N 2.5742 -1.5645 -2.3290 0.07
C 2.3162 -2.2666 -1.0944 -0.30
C 3.0687 -3.4342 -0.9977 -0.06
C 3.0231 -4.1883 0.1620 -0.11
C 2.2095 -3.7549 1.2022 -0.10
C 1.4480 -2.6000 1.0642 -0.14
C 1.4500 -1.8156 -0.0935 -0.16
H 3.2299 2.2776 -6.8148 0.09
H 4.7321 0.4247 -6.1408 0.09
H 4.2585 -0.8579 -4.0599 0.10
H 0.8103 1.5315 -3.3476 0.08
H 1.2490 2.8142 -5.4276 0.10
H 3.7022 -3.7171 -1.8306 0.10
H 3.6134 -5.0911 0.2589 0.09
H 2.1616 -4.3263 2.1229 0.09
H 0.8193 -2.3009 1.9018 0.09
Br -3.7271 4.6444 -2.7064 0.66
C -2.4918 3.3142 -2.1194 -0.71
C -1.1856 3.6720 -1.8432 -0.15
C -0.3033 2.6899 -1.3957 -0.15
C -0.6728 1.3528 -1.2028 -0.22
C -2.0111 1.0581 -1.5079 -0.14
C -2.9213 2.0089 -1.9651 -0.16
H -0.8591 4.6958 -1.9739 0.09
H 0.7145 3.0031 -1.1889 0.07
H -2.3797 0.0433 -1.3866 0.07
H -3.9458 1.7382 -2.1879 0.09
```

Calculated values
Lowest unoccupied orbital energy in eV: 2.521
Molecular weight in g mol⁻¹: 712.1
Charge: -1
E_HOMO in eV: -4.61
Largest force on an atom in eV/A: 0.64
HOMO-LUMO gap in Eh: 0.262



# 2
Density functional theory data (ωB97M-V with the def2-TZVPD basis set) for C39H43As2ClCrSi2 as an isolated structure at a distorted geometry.

XYZ file:
```
88
Properties=species:S:1:pos:R:3:lowdin_charge:R:1
C 0.9553 1.3349 -0.9026 -0.17
C 0.7813 1.1892 -2.3228 -0.12
C 0.2173 2.4245 -2.8322 -0.17
H 1.1859 0.3493 -2.9008 0.12
C 0.0784 3.3324 -1.7205 -0.17
C 0.4728 2.6227 -0.5105 -0.16
H 0.5424 2.9864 0.5081 0.10
H 1.4949 0.6195 -0.2898 0.09
H -0.0696 2.6317 -3.8620 0.12
H -0.3067 4.3529 -1.7374 0.11
Cr -1.3030 1.6942 -1.4913 0.65
Si -3.9710 -2.1624 -0.9611 0.26
C -3.3229 -3.1265 -2.6106 -0.29
C -3.8959 -4.2066 -3.2978 -0.12
H -4.9090 -4.5210 -3.0966 0.10
C -3.1712 -4.8590 -4.2961 -0.10
H -3.5535 -5.7933 -4.7587 0.11
C -1.9434 -4.3193 -4.7200 -0.10
H -1.3851 -4.7851 -5.5302 0.09
C -1.4381 -3.1601 -4.1372 -0.10
H -0.5427 -2.6625 -4.4864 0.09
C -2.1044 -2.6257 -3.0439 -0.19
H -1.6233 -1.7698 -2.5415 0.02
C -3.7397 -0.0492 -1.6437 -0.36
C -2.6281 0.4067 -2.5905 -0.30
H -2.1318 -0.2536 -3.3003 0.09
C -3.0253 1.7230 -3.1965 -0.31
H -2.7528 1.9906 -4.2200 0.13
C -3.1132 2.7606 -2.1207 -0.16
H -2.8756 3.8270 -2.2743 0.13
C -3.7284 2.3256 -0.9124 -0.15
H -3.9704 3.0654 -0.1435 0.12
C -4.2179 1.0131 -0.7612 -0.17
H -4.9716 0.8334 0.0335 0.09
H -2.6961 -1.6631 -0.2821 -0.07
Si -4.6012 0.8228 -3.0313 0.69
C -6.2213 1.8827 -3.3437 -0.20
C -6.6778 2.1364 -4.6367 -0.10
H -6.1255 1.7467 -5.4746 0.09
C -7.8185 2.9032 -4.9081 -0.08
H -8.1193 3.1336 -5.9420 0.11
C -8.5550 3.4014 -3.8335 -0.10
H -9.4050 4.0488 -4.0291 0.10
C -8.1680 3.1292 -2.5167 -0.08
H -8.7724 3.5231 -1.6931 0.10
C -6.9773 2.4295 -2.2971 -0.10
H -6.6317 2.3144 -1.2784 0.08
C -5.0680 -0.5022 -4.4367 -0.23
C -4.4348 -0.5269 -5.6712 -0.11
H -3.8853 0.3389 -6.0058 0.10
C -4.5352 -1.6521 -6.4813 -0.08
H -4.0211 -1.7101 -7.4373 0.10
C -5.3408 -2.7146 -6.0712 -0.10
H -5.3396 -3.6413 -6.6447 0.10
C -6.2007 -2.5719 -4.9783 -0.09
H -6.9719 -3.3154 -4.7461 0.11
C -6.0951 -1.4072 -4.2022 -0.10
H -6.8231 -1.1959 -3.4164 0.11
H -4.2725 -3.5237 -0.5509 -0.08
Cl -5.2519 -1.7074 0.7178 0.15
C -2.3744 -0.5559 3.1109 -0.29
As -1.2487 0.4493 1.8484 1.13
C -0.8235 2.0138 2.9320 -0.34
C 0.4544 -0.5305 2.3318 -0.40
C 1.1431 -0.3556 3.5311 -0.11
C 2.3117 -1.0923 3.7716 -0.09
C 2.7491 -2.0524 2.8549 -0.08
C 2.0292 -2.2729 1.6667 -0.11
C 0.9020 -1.4898 1.3935 -0.42
As -0.1855 -1.8173 -0.2603 1.11
C 1.2343 -2.6477 -1.3132 -0.31
C -0.9449 -3.5095 0.3771 -0.30
H -3.4090 -0.2789 2.8820 0.00
H -2.0769 -0.2825 4.1276 0.02
H -2.2278 -1.6248 2.9457 0.02
H -0.9698 1.7578 3.9913 0.02
H 0.2160 2.2782 2.7046 0.02
H -1.5185 2.7960 2.5955 0.02
H 0.7715 0.3369 4.2824 0.09
H 2.8738 -0.9149 4.6875 0.10
H 3.6551 -2.6383 3.0487 0.10
H 2.3676 -3.0385 0.9623 0.09
H 1.4113 -3.6453 -0.8969 0.02
H 0.8608 -2.7331 -2.3424 0.00
H 2.1392 -2.0325 -1.2439 0.03
H -0.1095 -4.1892 0.6078 0.03
H -1.5270 -3.3268 1.2900 0.02
H -1.5975 -3.9038 -0.4166 0.01
```

Calculated values
Multiplicity: 5
⟨S²⟩: 6.103
Lowest unoccupied orbital energy (spin up / spin down) in eV: -0.978 / -1.525
Molecular weight in g mol⁻¹: 805.2
E_HOMO (spin up / spin down) in eV: -7.13 / -7.47
Largest force on an atom in eV/A: 6.40
HOMO-LUMO gap (spin up / spin down) in Eh: 0.226 / 0.218



# 3
Density functional theory data (ωB97M-V with the def2-TZVPD basis set) for C39H43As2ClSi2V as an isolated structure at a distorted geometry.

XYZ file:
```
88
Properties=species:S:1:pos:R:3:lowdin_charge:R:1
C -1.4025 -0.5563 0.3770 -0.32
C -2.0717 -0.0426 -0.7635 -0.25
C -2.1078 -1.0672 -1.7306 -0.21
H -2.5094 0.9430 -0.8566 0.09
C -1.4235 -2.1898 -1.2146 -0.22
C -1.0047 -1.8897 0.0958 -0.27
H -0.5073 -2.5681 0.7717 0.08
H -1.2757 -0.0672 1.3308 0.08
H -2.5667 -0.9909 -2.6964 0.09
H -1.2549 -3.1302 -1.7051 0.09
V -0.1738 -0.5823 -1.2373 0.33
Si 3.2268 2.1640 -3.9746 0.29
C 1.6557 3.1616 -3.9882 -0.37
C 1.6536 4.4415 -4.5684 -0.11
H 2.5944 4.8859 -4.8914 0.10
C 0.4570 5.1320 -4.7753 -0.08
H 0.4731 6.1180 -5.2454 0.11
C -0.7600 4.5595 -4.4134 -0.08
H -1.6974 5.0964 -4.5684 0.11
C -0.7754 3.2693 -3.8881 -0.08
H -1.7265 2.7874 -3.6706 0.11
C 0.4173 2.5753 -3.7112 -0.15
H 0.3745 1.5120 -3.4480 0.06
C -0.3322 -1.4543 -4.6032 -0.31
C -1.6958 -1.6077 -4.9229 -0.11
H -2.2907 -0.7582 -5.2687 0.09
C -2.2764 -2.8776 -4.8139 -0.07
H -3.3263 -3.0149 -5.0825 0.11
C -1.5170 -3.9744 -4.3872 -0.07
H -1.9572 -4.9737 -4.3762 0.11
C -0.2105 -3.7782 -3.9254 -0.10
H 0.3585 -4.6188 -3.5318 0.11
C 0.3373 -2.5008 -3.9008 -0.15
H 1.3359 -2.3253 -3.4701 0.09
H 2.9670 0.9597 -4.8501 -0.08
Si 0.8570 -0.4147 -5.5651 0.85
C 1.2384 -1.6519 -6.9773 -0.27
C 0.5475 -1.5661 -8.2001 -0.09
H 0.0323 -0.6430 -8.4703 0.09
C 0.4752 -2.6771 -9.0534 -0.09
H -0.1295 -2.6197 -9.9630 0.10
C 1.1617 -3.8520 -8.7262 -0.09
H 1.0647 -4.7367 -9.3599 0.10
C 1.9630 -3.8978 -7.5739 -0.09
H 2.5227 -4.8008 -7.3341 0.10
C 2.0327 -2.7858 -6.7236 -0.11
H 2.6698 -2.8126 -5.8378 0.10
C 0.3331 1.0990 -6.6068 -0.32
C -1.0045 1.4268 -6.8623 -0.11
H -1.7927 0.7927 -6.4533 0.08
C -1.3230 2.5448 -7.6403 -0.08
H -2.3745 2.7774 -7.8196 0.10
C -0.3093 3.3437 -8.1837 -0.09
H -0.5659 4.2238 -8.7770 0.10
C 1.0286 3.0060 -7.9585 -0.08
H 1.8319 3.6136 -8.3835 0.11
C 1.3474 1.8828 -7.1918 -0.12
H 2.3940 1.6083 -7.0316 0.09
H 4.3299 2.9921 -4.3949 -0.05
Cl 3.9460 1.4730 -2.1685 0.32
C 3.7733 -0.8839 0.1175 -0.34
As 1.9325 -1.3267 0.5277 1.15
C 2.1067 -3.1235 1.2683 -0.30
C 1.7006 -0.2569 2.1976 -0.38
C 2.1478 -0.7544 3.4195 -0.11
C 1.9997 0.0224 4.5838 -0.09
C 1.4117 1.2834 4.5197 -0.08
C 0.9554 1.7875 3.2864 -0.11
C 1.0945 1.0225 2.1312 -0.39
As 0.5037 1.7515 0.3633 1.15
C -0.8671 3.0312 0.9417 -0.28
C 1.9352 3.0341 0.0159 -0.33
H 3.8287 -0.7952 -0.9704 -0.05
H 4.4160 -1.6921 0.4731 0.02
H 4.0158 0.0701 0.5927 0.02
H 2.9429 -3.1487 1.9743 0.02
H 1.1715 -3.4050 1.7624 0.02
H 2.3037 -3.7964 0.4247 0.03
H 2.6186 -1.7362 3.4801 0.08
H 2.3598 -0.3734 5.5377 0.10
H 1.2966 1.8872 5.4222 0.10
H 0.4842 2.7680 3.2458 0.09
H -0.3977 4.0202 1.0172 0.02
H -1.6463 3.0453 0.1693 0.02
H -1.2902 2.7223 1.9046 0.03
H 1.7485 3.9182 0.6343 0.02
H 2.8943 2.5676 0.2605 0.00
H 1.8943 3.2860 -1.0492 -0.01
```

Calculated values
Multiplicity: 4
⟨S²⟩: 3.876
Lowest unoccupied orbital energy (spin up / spin down) in eV: 0.515 / -0.901
Molecular weight in g mol⁻¹: 804.2
E_HOMO (spin up / spin down) in eV: -5.95 / -4.43
Largest force on an atom in eV/A: 5.76
HOMO-LUMO gap (spin up / spin down) in Eh: 0.237 / 0.130